C13H13N2 | ωB97M-V with the def2-TZVPD basis set

Positions of all 28 atoms, in Å:
C: 1.942 -1.601 3.784
C: 2.555 -1.895 2.595
C: 0.958 -0.573 3.781
C: 2.277 -1.269 1.422
C: -2.115 2.141 -0.724
C: -1.495 2.076 0.467
C: -0.415 1.018 2.336
C: -2.129 1.284 -1.833
C: 0.622 0.037 2.661
C: 1.172 -0.401 1.472
C: -0.415 1.270 0.968
C: 0.279 0.199 0.467
C: -1.424 0.261 -2.054
N: -0.808 -0.667 -2.577
N: 0.172 -0.283 -4.828
H: 2.107 -2.199 4.693
H: 3.163 -2.777 2.592
H: 0.450 -0.338 4.713
H: 2.569 -1.709 0.530
H: -3.073 2.788 -0.765
H: -1.885 2.859 1.214
H: -1.056 1.509 3.047
H: -2.913 1.256 -2.478
H: -0.322 -0.450 -3.579
H: -0.898 -1.667 -2.195
H: 1.130 -0.584 -5.123
H: 0.078 0.636 -5.271
H: -0.527 -0.921 -5.316

M = 197.261 g mol⁻¹
charge = +1
HOMO (alpha / beta) = -11.109 / -10.817 eV
frontier orbital gap (alpha / beta) = 0.25296 / 0.25090 hartree
LUMO energy (alpha / beta) = -4.23 / -3.99 eV
max |F| = 4.30 eV Å⁻¹
energy = -612.2040 Eh